ORCA calculation (ωB97M-V with the def2-TZVPD basis set) on a cluster of 2 separate species, C2H2N2O in total at a distorted geometry.

## Properties
* orbital gap: 0.441 hartree
* spin multiplicity: 1
* electronic energy: -262.1374 a.u.

The geometry in XYZ format:
```
7
C2H2N2O ωB97M-V with the def2-TZVPD basis set
N -0.20272 2.05199 0.60284
C -0.51216 1.15487 1.31899
O -0.90937 0.25979 1.92361
H 0.60969 2.10040 -0.05226
C 0.30825 -1.86903 -1.24197
N 0.84400 -2.25637 -2.16192
H -0.13769 -1.44165 -0.38928
```

---

ORCA calculation (ωB97M-V with the def2-TZVPD basis set) on the molecule H3N3O3S at a distorted geometry.

## Properties
* orbital gap: 0.292 hartree
* spin multiplicity: 1
* electronic energy: -789.7948 a.u.

The geometry in XYZ format:
```
10
H3N3O3S ωB97M-V with the def2-TZVPD basis set
N 0.06176 -0.96815 -0.98847
N 0.40993 -0.24646 0.11769
S 1.82871 0.73809 0.07470
O 2.12953 1.32172 1.32206
O 1.70614 1.65172 -1.01124
N 2.70383 -0.80111 -0.34233
O 3.42594 -1.30277 0.45993
H 0.34635 -0.29626 -1.65666
H 0.85878 -1.68326 -1.07035
H 0.06168 -0.65395 0.94232
```

---

ORCA calculation (ωB97M-V with the def2-TZVPD basis set) on a cluster of 2 separate species, C4H10NO2S in total at a distorted geometry.

## Properties
* total charge: -1
* orbital gap: 0.245 hartree
* spin multiplicity: 1
* electronic energy: -761.8895 a.u.

The geometry in XYZ format:
```
18
C4H10NO2S ωB97M-V with the def2-TZVPD basis set
O 0.42009 2.12820 -1.99946
C 0.60397 1.22913 -1.18786
N 0.91787 1.57079 0.10755
C 1.08820 0.63859 1.19461
C -0.15762 -0.26108 1.47090
S -1.75888 0.55718 1.46757
C 0.68150 -0.18094 -1.60980
H 0.56570 2.47526 0.35216
H 1.90363 -0.06380 0.98687
H 1.35741 1.17144 2.10639
H 0.04610 -1.18593 0.92315
H -0.13222 -0.60036 2.51978
H -0.30502 -0.64618 -1.67839
H 1.21688 -0.83193 -0.91033
H 1.25522 -0.35488 -2.52133
H -2.23277 -1.35849 0.07061
H -3.19150 -2.17053 -0.76340
O -2.27854 -2.11646 -0.52902
```

---

ORCA calculation (ωB97M-V with the def2-TZVPD basis set) on the molecule C8H14O2 at a distorted geometry.

## Properties
* orbital gap: 0.376 hartree
* spin multiplicity: 1
* electronic energy: -463.6367 a.u.

The geometry in XYZ format:
```
24
C8H14O2 ωB97M-V with the def2-TZVPD basis set
C -1.32050 -1.77816 -0.81932
C -0.76202 -0.63817 -0.47855
C -1.85209 0.70220 -0.50189
O -1.64538 1.47826 -1.63964
C 0.63204 -0.31757 -0.11005
C 1.54768 -0.23163 -1.33709
C 1.21153 -1.27504 0.93201
C 0.35098 1.14843 0.44267
C 0.16863 1.23385 1.93957
O 0.61076 2.13038 -0.23660
H -2.29640 -1.79261 -1.28066
H -0.76829 -2.70414 -0.76454
H -2.81182 0.19659 -0.62686
H -2.05387 1.28412 0.40831
H -0.82233 1.98441 -1.50205
H 1.12210 0.43780 -2.07933
H 1.66702 -1.22143 -1.77511
H 2.53015 0.12782 -1.03283
H 0.50526 -1.49103 1.73004
H 2.11756 -0.84999 1.36101
H 1.46647 -2.22113 0.45731
H 1.13504 1.09912 2.42408
H -0.21643 2.22312 2.18043
H -0.51607 0.47478 2.30913
```

---

ORCA calculation (ωB97M-V with the def2-TZVPD basis set) on the ion C5H10NO2 with charge -1 at a distorted geometry.

## Properties
* total charge: -1
* orbital gap: 0.233 hartree
* spin multiplicity: 1
* electronic energy: -401.6720 a.u.

The geometry in XYZ format:
```
18
C5H10NO2 ωB97M-V with the def2-TZVPD basis set
C 0.10902 -1.46592 -0.86088
C 0.23163 0.11759 -0.70587
C 1.01759 0.37422 0.83450
C 2.10805 -0.61405 0.92351
O 3.22357 -0.45475 1.36955
N -1.01111 0.84232 -0.79817
C -2.18098 1.05922 0.19985
O -2.36031 2.35516 0.33950
H -0.06995 -2.03932 -0.00525
H -0.68005 -1.74529 -1.49905
H 0.96951 -1.78305 -1.28121
H 0.95172 0.49575 -1.46670
H 0.27515 0.18668 1.55196
H 1.22933 1.39582 0.93691
H 1.88947 -1.65539 0.65881
H -0.86766 1.78682 -1.25932
H -1.80285 0.48995 1.18401
H -3.03213 0.65423 -0.12213
```

---

ORCA calculation (ωB97M-V with the def2-TZVPD basis set) on the molecule C20H23ClN2O5S at a distorted geometry.

## Properties
* orbital gap: 0.322 hartree
* spin multiplicity: 1
* electronic energy: -2119.9697 a.u.

The geometry in XYZ format:
```
52
C20H23ClN2O5S ωB97M-V with the def2-TZVPD basis set
C 5.63556 0.84343 -0.30784
C 4.66327 -0.15574 -0.92307
O 3.76110 -0.68975 0.03531
C 2.72992 -0.01750 0.57324
C 2.15269 -0.69950 1.66039
C 1.07104 -0.20908 2.35302
C 0.51925 1.00011 1.96728
S -0.93486 1.63733 2.79992
O -1.02648 3.04602 2.56132
O -0.93393 1.15567 4.14835
N -2.21568 0.91389 2.01948
C -2.43826 1.35322 0.66057
C -3.80864 0.83637 0.19554
N -3.96515 -0.59424 0.33389
C -3.52373 -1.41913 -0.77686
C -2.08352 -1.28660 -1.22556
C -1.07755 -2.04558 -0.64498
C 0.25979 -1.91830 -1.01689
C 0.54743 -1.01605 -2.01043
C -0.45858 -0.26628 -2.62166
C -1.77264 -0.37992 -2.24540
O 0.08955 0.52584 -3.59325
C 1.46124 0.19978 -3.62674
O 1.75402 -0.70204 -2.57951
C -3.63558 -1.02145 1.67407
C -2.27014 -0.52256 2.16758
C 1.04906 1.69546 0.90468
C 2.14937 1.20613 0.21142
Cl 2.70821 2.22528 -1.07803
H 6.36102 1.14969 -1.05606
H 6.16034 0.38449 0.52670
H 5.11462 1.72589 0.05361
H 5.20882 -1.03800 -1.26968
H 4.12744 0.27206 -1.77214
H 2.61195 -1.63560 1.93702
H 0.66374 -0.72888 3.20468
H -2.42040 2.44311 0.67140
H -1.64274 0.98433 -0.00476
H -3.97858 1.11864 -0.84367
H -4.57620 1.30726 0.81869
H -4.17311 -1.16811 -1.62265
H -3.72335 -2.45680 -0.49811
H -1.33500 -2.77456 0.10919
H 1.03463 -2.50859 -0.55818
H -2.53631 0.20426 -2.73179
H 1.70443 -0.27134 -4.59505
H 2.05947 1.11423 -3.50896
H -3.67288 -2.11064 1.72601
H -4.40517 -0.61305 2.33800
H -2.14231 -0.73767 3.22874
H -1.45967 -0.99987 1.59754
H 0.61250 2.64430 0.63366
```

---

ORCA calculation (ωB97M-V with the def2-TZVPD basis set) on a cluster of 2 separate species, C8H11P in total at a distorted geometry.

## Properties
* orbital gap: 0.300 hartree
* spin multiplicity: 1
* electronic energy: -652.5536 a.u.

The geometry in XYZ format:
```
20
C8H11P ωB97M-V with the def2-TZVPD basis set
C 2.33182 2.20210 0.67270
C 2.60241 -2.45520 1.20749
C 2.26730 1.08253 0.20311
C 2.22807 -1.69094 0.35026
C -0.86302 0.17142 1.03541
C -2.57584 0.12507 -0.89238
C -0.13181 0.16251 -1.27911
C -1.16196 -0.31800 -0.40925
P 2.24944 -0.36111 -0.78497
H 2.47503 3.20678 0.90909
H 2.70496 -3.25112 1.93232
H -1.09477 1.20797 1.13268
H -1.21486 -0.55186 1.76421
H 0.27762 0.03087 1.29301
H -2.50349 0.25483 -2.04727
H -2.80834 1.10344 -0.64268
H -3.33907 -0.59009 -0.56817
H -0.27180 -0.13378 -2.28852
H 0.15054 1.20346 -1.15304
H -1.32224 -1.39888 -0.43487
```